Here is a molecular structure, C3H2N2 at a distorted geometry from OMol25. Energies are from the ωB97M-V functional and the def2-TZVPD basis.

XYZ file:
```
7
Properties=species:S:1:pos:R:3:mulliken_charge:R:1
C -0.221 -1.306 -0.029 -0.2854
C 0.971 -0.778 -0.053 0.3701
C -0.892 -0.135 0.001 -0.2711
N 1.685 0.381 0.071 -0.0750
N 0.860 1.242 -0.039 -0.3504
H -1.390 0.182 -0.815 0.3093
H -1.013 0.413 0.864 0.3024
```

Calculated total energy (Eh): -224.73720
ΔE to the lowest compared entry with this formula, charge and spin (eV): 7.075
LUMO level (alpha / beta) (eV): -0.43 / -0.56
HOMO energy (alpha / beta) (eV): -8.68 / -8.18
Frontier orbital gap (alpha / beta) (eV): 8.25 / 7.62



Here is a molecular structure, C35H28Cl3GaN9O3S2 from OMol25. Energies are from the ωB97M-V functional and the def2-TZVPD basis.

XYZ file:
```
81
Properties=species:S:1:pos:R:3:mulliken_charge:R:1
Ga -0.233 -0.112 -0.505 0.8803
C -1.056 3.946 5.361 -1.5512
C -1.211 3.110 4.118 0.1706
C -2.388 3.094 3.375 -1.3464
C -2.500 2.360 2.215 -1.1792
C -1.458 1.551 1.719 1.4120
N -1.574 0.866 0.532 0.5620
C -2.724 1.070 -0.260 -1.7344
C -3.986 0.586 0.072 0.2194
C -5.049 0.693 -0.806 -0.7110
C -4.888 1.261 -2.069 0.3047
C -6.024 1.304 -3.056 -1.5424
C -3.637 1.753 -2.408 -0.5894
C -2.584 1.686 -1.506 0.2193
N -1.329 2.255 -1.890 0.9254
C -1.127 3.370 -2.624 -0.1450
C 0.227 3.580 -2.715 -1.3613
C 0.796 2.527 -1.996 -0.3016
N -0.148 1.747 -1.487 -0.1119
C -0.279 1.570 2.482 1.0261
C -0.166 2.352 3.631 -0.4551
N 0.899 0.827 2.112 0.0132
C 1.900 0.521 2.950 -0.0471
C 2.946 -0.004 2.222 -1.6865
C 2.484 -0.012 0.919 -0.2207
N 1.238 0.478 0.840 0.4267
H -2.007 4.392 5.649 0.3782
H -0.700 3.349 6.202 0.3471
H -0.343 4.758 5.208 0.3260
H -3.231 3.694 3.699 0.3601
H -3.421 2.417 1.655 0.4820
H -4.110 0.099 1.032 0.5969
H -6.018 0.302 -0.519 0.4600
H -6.985 1.362 -2.547 0.4116
H -5.939 2.161 -3.723 0.3880
H -6.032 0.403 -3.674 0.2557
H -3.476 2.184 -3.390 0.5647
H -1.956 3.940 -3.005 0.5330
H 0.731 4.379 -3.227 0.4637
H 1.835 2.314 -1.803 0.5246
H 0.783 2.406 4.147 0.5792
H 1.814 0.693 4.007 0.5124
H 3.901 -0.335 2.589 0.5063
H 2.995 -0.359 0.042 0.6450
O 1.371 -0.925 -4.811 -0.8053
S 0.083 -0.322 -4.588 1.0340
O -0.100 1.047 -4.959 -0.6468
N -0.338 -0.552 -2.996 -0.0331
C -1.380 -1.333 -2.885 1.1819
S -1.981 -1.672 -1.342 -0.6723
C -1.945 -1.823 -4.168 0.2419
C -3.058 -2.612 -4.386 -0.6857
C -3.404 -2.899 -5.702 -0.7173
C -2.656 -2.399 -6.765 -0.5638
C -1.539 -1.598 -6.546 -0.9095
C -1.210 -1.336 -5.233 0.0481
H -3.637 -2.991 -3.554 0.5283
H -4.269 -3.516 -5.905 0.4423
H -2.950 -2.631 -7.780 0.4322
H -0.956 -1.205 -7.367 0.5453
N 4.191 -1.360 -3.868 -0.2187
C 4.194 -2.429 -3.035 -0.0964
O 5.145 -3.159 -2.849 -0.6178
C 2.933 -2.656 -2.242 0.0939
C 2.593 -3.955 -1.882 -0.2048
C 1.478 -4.158 -1.094 -1.7030
C 0.767 -3.060 -0.643 -0.3323
N 1.106 -1.804 -0.952 0.3429
C 2.149 -1.623 -1.778 -0.4680
H 5.012 -1.248 -4.442 0.2559
H 3.312 -1.012 -4.231 0.3104
H 3.208 -4.775 -2.229 0.5274
H 1.159 -5.151 -0.811 0.5436
H -0.095 -3.186 -0.009 0.8881
H 2.369 -0.602 -2.070 0.8186
Cl 1.070 -2.569 5.128 -0.0797
C 0.869 -3.349 3.560 0.7498
Cl -0.034 -4.852 3.718 -0.0855
Cl 2.441 -3.648 2.810 -0.0714
C 0.105 -2.443 2.684 -0.2630
N -0.490 -1.738 2.003 -0.3209
```

Calculated total energy (Eh): -6170.68331
Charge: +1
ΔE to the lowest compared entry with this formula, charge and spin (eV): 1.140
LUMO level (eV): -2.72
HOMO energy (eV): -9.71
Frontier orbital gap (eV): 7.00



Here is C5H7NO in the gas phase from OMol25. Energies are from the ωB97M-V functional and the def2-TZVPD basis.

XYZ file:
```
14
Properties=species:S:1:pos:R:3:mulliken_charge:R:1
C -1.913 0.578 -0.193 -1.1841
C -0.461 0.254 -0.092 0.5215
C 0.565 1.102 0.011 -0.5944
N 1.776 0.428 0.282 -0.1355
C 1.519 -0.933 0.471 0.2263
O 2.308 -1.740 0.903 -0.5815
C 0.105 -1.144 -0.047 -0.3332
H -2.070 1.662 -0.197 0.3197
H -2.469 0.162 0.658 0.2849
H -2.353 0.156 -1.104 0.2895
H 0.540 2.187 0.042 0.3835
H 2.656 0.701 -0.133 0.2500
H -0.462 -1.911 0.476 0.3437
H 0.258 -1.502 -1.076 0.2095
```

Calculated total energy (Eh): -324.71354
ΔE to the lowest compared entry with this formula, charge and spin (eV): 0.297
LUMO level (eV): 0.81
HOMO energy (eV): -8.47
Frontier orbital gap (eV): 9.28



Here is a molecular structure, C6H9B3BeF12N3 at a distorted geometry from OMol25. Energies are from the ωB97M-V functional and the def2-TZVPD basis.

XYZ file:
```
34
Properties=species:S:1:pos:R:3:mulliken_charge:R:1
Be -29.710 12.154 28.192 1.4727
B -27.108 10.868 27.399 0.3688
F -25.817 11.058 27.129 -0.3123
F -27.470 9.586 27.068 -0.3709
F -27.404 11.143 28.704 -0.2146
F -27.861 11.660 26.606 -0.3735
B -32.476 13.192 29.051 0.4905
F -33.751 13.335 28.561 -0.3783
F -32.134 11.853 29.057 -0.2372
F -31.629 13.799 28.137 -0.3955
F -32.459 13.737 30.352 -0.3694
B -29.791 12.778 31.710 0.2177
F -29.026 12.726 32.844 -0.3665
F -29.966 14.117 31.374 -0.3841
F -29.234 12.048 30.635 -0.0362
F -31.004 12.282 32.003 -0.3395
C -33.910 10.897 25.526 -0.8730
C -32.515 11.082 25.951 0.4482
N -31.377 11.213 26.300 -0.3918
H -34.062 9.903 25.106 0.3209
H -34.088 11.599 24.711 0.2748
H -34.621 11.045 26.339 0.2790
C -28.156 16.498 30.024 -0.8079
C -28.206 15.336 29.084 0.4640
N -28.322 14.388 28.380 -0.4399
H -27.904 16.110 31.011 0.2376
H -29.117 17.007 30.095 0.2715
H -27.404 17.215 29.694 0.3497
C -29.068 7.401 28.338 -1.0392
C -29.773 8.629 28.578 0.4884
N -30.320 9.610 28.790 -0.2458
H -28.395 7.232 29.178 0.2582
H -28.526 7.316 27.397 0.2610
H -29.779 6.576 28.383 0.3725
```

Calculated total energy (Eh): -1686.67076
Charge: -1
ΔE to the lowest compared entry with this formula, charge and spin (eV): 1.698
LUMO level (eV): 0.71
HOMO energy (eV): -7.77
Frontier orbital gap (eV): 8.47



Here is C4H7NO in the gas phase from OMol25. Energies are from the ωB97M-V functional and the def2-TZVPD basis.

XYZ file:
```
13
Properties=species:S:1:pos:R:3:mulliken_charge:R:1
C 1.627 0.138 0.713 -0.9352
N 0.406 0.184 -0.094 0.1284
C 0.158 1.220 -0.881 -0.4578
C -1.794 -1.034 -0.091 -0.3494
C -0.357 -0.945 -0.094 0.0372
O -0.959 -1.506 1.025 -0.3910
H 1.329 0.142 1.766 0.2962
H 2.190 -0.773 0.500 0.3271
H 2.225 1.025 0.503 0.3379
H 0.980 1.755 -1.340 0.2286
H -0.852 1.317 -1.259 0.2631
H -2.438 -0.210 0.216 0.2900
H -2.273 -1.781 -0.726 0.2249
```

Calculated total energy (Eh): -286.44563
ΔE to the lowest compared entry with this formula, charge and spin (eV): 5.062
LUMO level (alpha / beta) (eV): 0.60 / 0.80
HOMO energy (alpha / beta) (eV): -7.02 / -7.30
Frontier orbital gap (alpha / beta) (eV): 7.62 / 8.10



Here is C9H16F3NO in the gas phase at a distorted geometry from OMol25. Energies are from the ωB97M-V functional and the def2-TZVPD basis.

XYZ file:
```
30
Properties=species:S:1:pos:R:3:mulliken_charge:R:1
C -3.234 -2.173 0.633 -1.1450
C -2.888 -0.790 0.158 -0.3831
C -1.500 -0.819 -0.436 -0.5346
C -1.334 0.655 -1.150 -1.0497
C -0.751 1.802 -0.270 -0.6419
C 0.527 1.424 0.538 -0.5258
N 1.660 1.455 -0.291 -0.2710
C 2.952 1.214 0.537 -0.6546
C 3.271 -0.264 0.653 0.2651
O 3.611 -0.746 1.754 -0.5335
C 3.046 -1.160 -0.530 0.9778
F 1.786 -1.473 -0.932 -0.1716
F 3.683 -0.454 -1.547 -0.2914
F 3.675 -2.237 -0.208 -0.2244
H -4.068 -2.209 1.464 0.2918
H -3.532 -2.834 -0.218 0.3098
H -2.213 -2.771 0.827 0.2563
H -2.840 -0.192 1.030 0.2646
H -3.542 -0.236 -0.535 0.3032
H -0.614 -0.978 0.324 0.2047
H -1.513 -1.752 -1.074 0.5283
H -0.584 0.348 -1.827 0.3349
H -2.137 1.127 -1.559 0.5940
H -0.660 2.662 -1.001 0.3591
H -1.701 2.176 0.343 0.2877
H 0.542 1.890 1.546 0.3086
H 0.274 0.366 0.863 0.1859
H 1.681 2.391 -0.731 0.2778
H 2.725 1.672 1.628 0.2774
H 3.677 1.905 0.013 0.3995
```

Calculated total energy (Eh): -782.00513
ΔE to the lowest compared entry with this formula, charge and spin (eV): 2.385
LUMO level (eV): -0.05
HOMO energy (eV): -9.60
Frontier orbital gap (eV): 9.54



- Among the records above, which one has the lowest calculated total energy?
  C35H28Cl3GaN9O3S2